Entry 1:
{"formula": "C20H26N6O3S4W", "method": "ωB97M-V/def2-TZVPD", "charge": 4, "e_homo_ev": -19.3, "total_energy_ha": -2990.4900, "e_above_lowest_ev": 0.205, "max_force_ha_per_bohr": 0.0182, "homo_lumo_gap_ev": 5.3193, "spin_multiplicity": 1, "symbols": ["W", "C", "N", "C", "C", "O", "C", "O", "C", "C", "O", "N", "C", "C", "H", "H", "H", "H", "H", "H", "H", "H", "H", "H", "H", "H", "H", "H", "H", "H", "N", "C", "N", "C", "C", "S", "C", "C", "S", "C", "N", "N", "H", "H", "H", "H", "H", "H", "S", "C", "C", "C", "C", "C", "C", "S", "H", "H", "H", "H"], "xyz": [[-0.41, 0.43, -0.22], [1.75, -1.00, 4.61], [1.71, -0.15, 3.39], [2.67, 0.96, 3.36], [0.90, -0.41, 2.42], [0.84, 0.32, 1.35], [-0.07, -1.58, 2.46], [-0.58, -1.79, 1.15], [-0.03, -2.88, 0.41], [0.69, -2.36, -0.81], [0.50, -1.12, -1.12], [1.45, -3.12, -1.54], [1.66, -4.56, -1.26], [2.18, -2.62, -2.72], [2.32, -0.46, 5.36], [0.74, -1.16, 4.99], [2.25, -1.94, 4.39], [3.66, 0.56, 3.58], [2.68, 1.43, 2.38], [2.39, 1.68, 4.13], [0.41, -2.48, 2.85], [-0.91, -1.34, 3.12], [0.65, -3.47, 1.03], [-0.85, -3.54, 0.10], [0.86, -4.96, -0.64], [1.66, -5.08, -2.21], [2.63, -4.68, -0.77], [2.14, -1.54, -2.75], [3.20, -2.97, -2.64], [1.72, -3.05, -3.61], [-0.44, 2.96, 2.29], [-1.59, 2.34, 2.03], [-1.74, 1.34, 1.13], [-3.07, 0.90, 1.11], [-3.89, 1.53, 1.97], [-3.04, 2.74, 2.86], [-3.35, -0.14, 0.14], [-4.47, -0.83, -0.12], [-4.24, -1.88, -1.47], [-2.63, -1.34, -1.65], [-2.25, -0.45, -0.70], [-1.84, -1.79, -2.64], [0.37, 2.83, 1.70], [-0.43, 3.77, 2.90], [-4.95, 1.38, 2.13], [-5.42, -0.79, 0.38], [-2.28, -2.37, -3.35], [-1.10, -1.20, -2.97], [-1.23, 1.46, -2.10], [-0.21, 2.72, -2.72], [-0.50, 3.44, -3.87], [0.38, 4.44, -4.25], [1.52, 4.74, -3.49], [1.81, 4.02, -2.34], [0.93, 3.01, -1.96], [1.15, 2.03, -0.57], [-1.38, 3.23, -4.47], [0.18, 5.01, -5.15], [2.18, 5.53, -3.81], [2.69, 4.25, -1.75]], "nbo_charge": [1.438, -0.434, -0.265, -0.426, 0.666, -0.709, -0.163, -0.523, -0.163, 0.666, -0.689, -0.265, -0.429, -0.428, 0.272, 0.237, 0.247, 0.264, 0.228, 0.252, 0.253, 0.266, 0.249, 0.264, 0.226, 0.267, 0.257, 0.234, 0.262, 0.251, -0.746, 0.291, -0.622, 0.074, -0.345, 0.599, 0.101, -0.356, 0.617, 0.282, -0.607, -0.768, 0.418, 0.452, 0.300, 0.302, 0.448, 0.424, 0.331, -0.141, -0.188, -0.105, -0.138, -0.131, -0.301, 0.423, 0.266, 0.275, 0.276, 0.262]}


Entry 2:
{"formula": "C20H26N6S", "method": "ωB97M-V/def2-TZVPD", "e_homo_ev": -7.5, "total_energy_ha": -1504.3956, "e_above_lowest_ev": 0.000, "max_force_ha_per_bohr": 0.0268, "homo_lumo_gap_ev": 7.9921, "spin_multiplicity": 1, "symbols": ["C", "H", "H", "H", "C", "N", "C", "N", "N", "N", "C", "C", "C", "C", "C", "S", "H", "H", "H", "N", "C", "C", "N", "C", "C", "C", "C", "C", "C", "H", "H", "H", "H", "H", "C", "H", "C", "H", "H", "H", "H", "H", "H", "H", "H", "C", "H", "H", "H", "C", "H", "H", "H"], "xyz": [[2.36, -3.20, -1.69], [1.63, -3.49, -2.45], [1.90, -3.31, -0.71], [3.20, -3.88, -1.75], [2.84, -1.77, -1.94], [1.70, -0.86, -2.03], [0.64, -0.61, -1.21], [-0.07, 0.34, -1.78], [0.53, 0.66, -2.91], [1.58, -0.04, -3.08], [0.31, -1.25, 0.10], [-0.52, -2.48, -0.12], [-0.83, -3.44, 0.79], [-1.65, -4.46, 0.27], [-1.95, -4.26, -1.04], [-1.25, -2.82, -1.66], [-2.55, -4.87, -1.69], [-2.00, -5.30, 0.84], [-0.48, -3.41, 1.81], [-0.34, -0.37, 1.05], [0.46, 0.80, 1.39], [-0.20, 1.49, 2.59], [-1.55, 1.89, 2.31], [-1.83, 3.14, 1.75], [-0.83, 4.02, 1.34], [-1.14, 5.28, 0.86], [-2.46, 5.69, 0.77], [-3.46, 4.83, 1.18], [-3.15, 3.58, 1.67], [-3.95, 2.94, 2.01], [-4.49, 5.14, 1.13], [-2.70, 6.68, 0.38], [-0.34, 5.94, 0.54], [0.21, 3.73, 1.37], [-2.33, 0.74, 1.91], [-3.35, 1.03, 1.66], [-1.69, 0.04, 0.70], [-2.27, -0.84, 0.45], [-1.70, 0.73, -0.16], [-2.36, 0.04, 2.75], [0.39, 2.35, 2.92], [-0.24, 0.77, 3.42], [1.47, 0.47, 1.66], [0.53, 1.50, 0.55], [1.25, -1.56, 0.59], [3.58, -1.71, -3.27], [4.44, -2.38, -3.24], [3.92, -0.70, -3.48], [2.93, -2.02, -4.08], [3.77, -1.29, -0.82], [4.07, -0.26, -0.99], [4.66, -1.91, -0.79], [3.29, -1.34, 0.16]], "nbo_charge": [-0.616, 0.227, 0.217, 0.221, 0.127, -0.205, 0.321, -0.318, -0.057, -0.067, -0.124, -0.192, -0.249, -0.253, -0.413, 0.457, 0.238, 0.226, 0.229, -0.439, -0.244, -0.216, -0.457, 0.265, -0.310, -0.172, -0.260, -0.186, -0.284, 0.208, 0.210, 0.211, 0.209, 0.207, -0.201, 0.210, -0.264, 0.213, 0.215, 0.193, 0.212, 0.200, 0.195, 0.189, 0.226, -0.606, 0.212, 0.232, 0.227, -0.609, 0.222, 0.221, 0.205]}


Entry 3:
{"formula": "C20H26O4", "method": "ωB97M-V/def2-TZVPD", "e_homo_ev": -8.1, "total_energy_ha": -1078.6089, "e_above_lowest_ev": 0.674, "max_force_ha_per_bohr": 0.0173, "homo_lumo_gap_ev": 8.1185, "spin_multiplicity": 1, "symbols": ["C", "H", "O", "C", "C", "C", "C", "C", "C", "O", "C", "H", "H", "H", "O", "C", "H", "H", "H", "H", "C", "C", "C", "O", "C", "C", "C", "C", "H", "C", "H", "H", "C", "H", "H", "H", "H", "H", "H", "C", "H", "H", "C", "H", "H", "H", "H", "H", "H", "H"], "xyz": [[-2.82, -3.39, -0.34], [-2.40, -3.37, -1.36], [-3.63, -2.27, -0.10], [-3.07, -1.02, -0.15], [-1.73, -0.81, -0.44], [-1.21, 0.48, -0.54], [-2.08, 1.55, -0.34], [-3.42, 1.37, -0.01], [-3.93, 0.07, 0.11], [-5.26, -0.11, 0.40], [-5.63, -1.11, 1.33], [-4.90, -1.18, 2.15], [-6.59, -0.79, 1.73], [-5.73, -2.08, 0.86], [-4.10, 2.53, 0.15], [-5.44, 2.57, 0.58], [-5.70, 3.62, 0.60], [-6.10, 2.04, -0.11], [-5.56, 2.15, 1.58], [-1.73, 2.57, -0.42], [0.17, 0.76, -0.84], [1.26, -0.01, -0.68], [2.59, 0.48, -1.05], [2.84, 1.53, -1.59], [3.62, -0.58, -0.66], [4.94, 0.05, -0.21], [4.86, 0.98, 1.00], [6.33, 1.19, 1.35], [6.47, 1.51, 2.38], [7.01, -0.17, 1.07], [7.96, -0.02, 0.55], [7.21, -0.70, 1.99], [6.02, -0.96, 0.19], [6.50, -1.41, -0.67], [5.56, -1.76, 0.78], [6.76, 1.96, 0.71], [4.35, 1.91, 0.77], [4.35, 0.49, 1.83], [5.30, 0.65, -1.06], [2.87, -1.46, 0.35], [3.24, -2.48, 0.36], [2.97, -1.04, 1.36], [1.40, -1.38, -0.08], [0.72, -1.54, 0.76], [1.20, -2.14, -0.84], [3.81, -1.16, -1.56], [0.37, 1.75, -1.24], [-1.09, -1.65, -0.66], [-3.48, -4.25, -0.25], [-2.01, -3.47, 0.39]], "nbo_charge": [-0.250, 0.180, -0.518, 0.330, -0.323, -0.067, -0.230, 0.287, 0.166, -0.519, -0.242, 0.176, 0.185, 0.192, -0.494, -0.237, 0.188, 0.190, 0.174, 0.225, -0.091, -0.141, 0.582, -0.550, -0.312, -0.206, -0.410, -0.398, 0.208, -0.406, 0.206, 0.202, -0.402, 0.209, 0.195, 0.200, 0.225, 0.189, 0.218, -0.401, 0.214, 0.205, -0.429, 0.224, 0.208, 0.229, 0.226, 0.220, 0.201, 0.177]}


Entry 4:
{"formula": "C20H27AsBrF6N6Sn", "method": "ωB97M-V/def2-TZVPD", "charge": 4, "e_homo_ev": [-21.3, -21.3], "total_energy_ha": -6728.6780, "e_above_lowest_ev": 0.000, "max_force_ha_per_bohr": 0.0477, "homo_lumo_gap_ev": [7.2249, 4.6296], "spin_multiplicity": 2, "symbols": ["Sn", "C", "C", "N", "C", "C", "N", "C", "C", "N", "C", "C", "N", "C", "C", "C", "C", "C", "C", "C", "N", "H", "H", "H", "H", "H", "H", "H", "H", "H", "H", "H", "H", "H", "H", "H", "H", "H", "H", "H", "H", "H", "H", "H", "Br", "C", "C", "C", "C", "N", "C", "H", "H", "H", "H", "F", "As", "F", "F", "F", "F", "F"], "xyz": [[0.24, -0.27, 0.27], [-3.98, -1.73, -0.69], [-2.66, -1.04, -0.54], [-1.54, -1.61, -0.32], [-1.30, -3.03, -0.18], [-0.06, -3.46, -0.96], [1.00, -2.48, -0.77], [2.33, -2.95, -0.43], [3.26, -1.82, 0.08], [2.63, -0.51, 0.41], [3.12, 0.59, -0.47], [2.50, 1.90, 0.00], [1.05, 1.77, -0.01], [0.24, 2.70, -0.40], [0.64, 4.09, -0.75], [-1.18, 2.29, -0.58], [-2.15, 3.11, -1.13], [-3.40, 2.57, -1.42], [-3.62, 1.21, -1.21], [-2.60, 0.45, -0.67], [-1.44, 1.00, -0.34], [-3.96, -2.74, -0.31], [-4.25, -1.76, -1.75], [-4.75, -1.16, -0.18], [-2.15, -3.63, -0.50], [-1.10, -3.23, 0.88], [-0.27, -3.53, -2.03], [0.24, -4.44, -0.60], [0.98, -1.76, -1.48], [2.80, -3.37, -1.32], [2.26, -3.76, 0.29], [4.04, -1.65, -0.65], [3.74, -2.19, 0.98], [2.87, -0.29, 1.37], [2.87, 0.36, -1.50], [4.20, 0.68, -0.39], [2.85, 2.72, -0.61], [2.83, 2.08, 1.03], [0.63, 4.20, -1.84], [1.63, 4.35, -0.39], [-0.08, 4.80, -0.34], [-1.95, 4.15, -1.34], [-4.18, 3.19, -1.84], [-4.56, 0.76, -1.50], [2.10, 1.87, 5.95], [0.93, 0.87, 5.02], [-0.12, 0.18, 5.68], [-0.98, -0.56, 4.90], [-0.77, -0.61, 3.52], [0.24, 0.04, 2.87], [1.07, 0.76, 3.60], [-0.24, 0.24, 6.76], [-1.81, -1.10, 5.34], [-1.43, -1.21, 2.91], [1.87, 1.30, 3.10], [0.51, -0.11, -1.75], [0.17, 0.27, -3.90], [0.21, 1.89, -3.31], [-1.46, 0.20, -3.34], [-0.12, 0.56, -5.51], [0.20, -1.44, -3.87], [1.87, 0.27, -3.85]], "lowdin_spin": [0.000, 0.000, 0.000, 0.000, 0.000, 0.000, 0.000, 0.000, 0.000, 0.000, 0.000, 0.000, 0.000, 0.000, 0.000, 0.000, 0.000, 0.000, 0.000, 0.000, 0.000, 0.000, 0.000, 0.000, 0.000, 0.000, 0.000, 0.000, 0.000, 0.000, 0.000, 0.000, 0.000, 0.000, 0.000, 0.000, 0.000, 0.000, 0.000, 0.000, 0.000, 0.000, 0.000, 0.000, 0.489, 0.138, 0.059, -0.011, 0.151, 0.015, 0.151, 0.000, -0.002, 0.006, 0.003, 0.000, 0.000, 0.000, 0.000, 0.000, 0.000, 0.000]}